{
  "formula": "C5H20O6",
  "method": "ωB97M-V/def2-TZVPD",
  "smiles": "C=CC(=C)C.O.O.O.O.O.O",
  "lumo_energy_ev": 0.4122,
  "homo_ev": -9.52,
  "e_tot_ha": -653.88526,
  "relative_energy_ev": 0.0000,
  "orbital_gap_ev": 9.9341,
  "symbols": ["C", "C", "C", "C", "C", "H", "H", "H", "H", "H", "H", "H", "H", "H", "H", "O", "H", "H", "O", "H", "H", "O", "H", "H", "O", "H", "H", "O", "H", "H", "O"],
  "positions_angstrom": [[-1.73845, 0.39674, -2.07918], [-1.73424, 0.58642, -0.59623], [-1.56721, 1.72278, 0.06303], [-2.59592, -1.49474, 0.43913], [-1.58963, -0.67365, 0.20059], [-1.68364, 1.31813, -2.65193], [-2.59241, -0.20870, -2.36613], [-0.90872, -0.28191, -2.29019], [-1.66022, 2.69466, -0.40535], [-1.28195, 1.77285, 1.10680], [-3.63773, -1.28056, 0.19944], [-2.54799, -2.35630, 1.08993], [-0.59256, -0.89235, 0.57616], [2.32122, 1.55823, 0.46992], [1.60050, 0.55250, 1.34356], [2.28825, 0.61040, 0.65375], [0.73857, 3.75991, -0.91431], [1.16726, 2.30612, -1.03948], [1.48625, 3.17405, -0.76901], [-0.82556, 0.99991, 3.28591], [0.31615, 0.14994, 3.83682], [0.07517, 0.72255, 3.09612], [1.86902, -2.05758, 1.45154], [1.15428, -2.92712, 2.37509], [1.19550, -1.99164, 2.14388], [2.46952, -2.41378, -0.68841], [1.16177, -3.27291, -0.84051], [1.94621, -3.12862, -0.30511], [2.42798, 0.12440, -2.07721], [0.92977, 0.35999, -2.48624], [1.80879, 0.17028, -2.82237]],
  "nbo_charge": [-0.642, -0.017, -0.409, -0.392, -0.222, 0.220, 0.230, 0.209, 0.184, 0.203, 0.189, 0.199, 0.240, 0.484, 0.499, -0.986, 0.476, 0.473, -0.947, 0.472, 0.484, -0.952, 0.487, 0.466, -0.957, 0.483, 0.485, -0.961, 0.483, 0.466, -0.948]
}

***

{
  "formula": "C41H64Cl5NOPPdSbSe",
  "method": "ωB97M-V/def2-TZVPD",
  "lumo_energy_ev": 4.1515,
  "homo_ev": -0.42,
  "e_tot_ha": -7142.58123,
  "charge": -2,
  "relative_energy_ev": 1.0731,
  "orbital_gap_ev": 4.5679,
  "symbols": ["Pd", "Cl", "C", "C", "C", "Cl", "C", "Cl", "C", "Cl", "C", "Cl", "O", "P", "C", "C", "C", "C", "C", "C", "C", "C", "C", "C", "C", "C", "C", "C", "C", "C", "C", "C", "H", "H", "H", "H", "H", "H", "H", "H", "H", "H", "H", "H", "H", "H", "H", "H", "H", "H", "H", "H", "H", "H", "H", "H", "H", "H", "H", "H", "H", "H", "H", "H", "H", "C", "C", "C", "C", "Sb", "C", "C", "C", "C", "C", "C", "C", "C", "H", "H", "H", "H", "H", "H", "H", "H", "H", "H", "H", "H", "H", "H", "H", "H", "H", "H", "H", "H", "H", "H", "H", "H", "H", "H", "H", "Se", "C", "C", "C", "N", "C", "C", "H", "H", "H", "H"],
  "positions_angstrom": [[0.97256, 0.02049, 1.26259], [2.10603, 1.71434, 3.08719], [2.45227, 2.72140, 1.73057], [2.21851, 2.15862, 0.46428], [2.69773, 2.95071, -0.57956], [2.61446, 2.30427, -2.18882], [3.30928, 4.18858, -0.42097], [3.92581, 5.09999, -1.77489], [3.44956, 4.71461, 0.85524], [4.20372, 6.25371, 1.10319], [3.01283, 3.97172, 1.94398], [3.19577, 4.61298, 3.54717], [-0.16925, 0.33061, -1.04851], [-1.58062, 0.62470, -1.29407], [-2.11305, 2.05358, -0.24338], [-1.11577, 3.20185, -0.29656], [-1.23773, 4.00914, 0.99866], [-2.69975, 4.12633, 1.45900], [-3.66783, 3.94558, 0.29318], [-3.56554, 2.52533, -0.27344], [-1.84981, 0.62946, -3.16210], [-3.04506, 1.36388, -3.75694], [-2.82198, 2.86963, -3.84397], [-1.53562, 3.18125, -4.59868], [-0.35885, 2.52635, -3.89200], [-0.53830, 1.01737, -3.83814], [-2.61240, -0.77267, -0.62212], [-4.07791, -0.94918, -1.03316], [-4.24737, -2.03245, -2.09711], [-3.78104, -3.40382, -1.58885], [-2.66324, -3.26423, -0.54734], [-1.80539, -2.04897, -0.85977], [-1.90798, 1.56963, 0.72940], [-1.28164, 3.84589, -1.16618], [-0.10756, 2.77531, -0.35288], [-0.79681, 4.99854, 0.85490], [-0.66779, 3.49556, 1.77429], [-2.87315, 5.09584, 1.93347], [-2.91013, 3.35522, 2.20208], [-3.43424, 4.67847, -0.48451], [-4.69488, 4.13765, 0.62154], [-3.97651, 2.51416, -1.28535], [-4.17070, 1.85098, 0.33545], [-1.99631, -0.44627, -3.33610], [-3.94508, 1.15504, -3.17662], [-3.22153, 0.97904, -4.76982], [-2.74321, 3.28448, -2.83918], [-3.67891, 3.34269, -4.33747], [-1.39251, 4.26373, -4.66148], [-1.60999, 2.79946, -5.62153], [-0.28494, 2.89270, -2.86861], [0.57579, 2.76931, -4.40019], [0.28419, 0.58600, -3.26506], [-0.50421, 0.60163, -4.85158], [-2.56707, -0.55269, 0.45385], [-4.49893, -0.00960, -1.39545], [-4.65855, -1.23473, -0.15189], [-3.67418, -1.75298, -2.98230], [-5.29729, -2.08852, -2.39905], [-3.42500, -3.99414, -2.43804], [-4.62224, -3.95202, -1.15442], [-2.05971, -4.17354, -0.53253], [-3.09671, -3.13998, 0.44499], [-1.46609, -2.10619, -1.89873], [-0.91425, -2.00767, -0.22775], [3.57685, -2.03976, -2.31602], [2.95555, -2.95362, -1.26982], [3.78457, -4.21702, -1.11730], [1.55166, -3.32422, -1.72853], [2.68647, -1.61782, 0.58806], [4.85354, -1.09434, 1.12826], [5.85645, -2.16917, 0.74398], [4.96333, -0.80967, 2.61967], [5.13551, 0.19552, 0.36795], [1.93832, -2.97513, 2.29359], [2.70060, -4.28083, 2.44016], [1.97417, -2.15709, 3.57685], [0.46969, -3.21048, 1.96687], [3.58327, -2.52128, -3.29888], [4.60507, -1.79155, -2.05842], [3.00593, -1.11424, -2.39011], [3.79178, -4.77547, -2.06082], [3.37494, -4.86888, -0.34942], [4.81507, -3.99309, -0.86162], [1.58099, -3.81007, -2.70977], [0.94397, -2.42430, -1.80657], [1.08059, -4.01179, -1.02538], [5.57920, -3.13443, 1.16515], [6.85167, -1.91229, 1.11607], [5.92547, -2.26292, -0.33709], [4.89354, -1.73051, 3.19791], [4.18306, -0.11768, 2.93217], [5.93035, -0.34909, 2.84495], [5.12741, 0.02840, -0.70929], [6.11047, 0.60449, 0.64618], [4.37341, 0.93903, 0.60435], [3.77083, -4.09944, 2.53316], [2.53298, -4.92239, 1.57566], [2.37219, -4.82568, 3.32970], [2.98396, -2.01283, 3.95305], [1.39547, -2.65636, 4.35990], [1.50534, -1.17590, 3.39584], [0.34096, -3.75428, 1.02866], [-0.02572, -2.22404, 1.88828], [-0.02302, -3.77678, 2.76237], [-0.87736, 0.79197, 2.97187], [-2.60282, 0.33309, 3.52903], [-3.25618, 1.16978, 4.45463], [-4.50550, 0.84307, 4.91267], [-5.18873, -0.23992, 4.53041], [-4.57245, -1.03254, 3.65642], [-3.31766, -0.80938, 3.14166], [-2.75143, 2.06166, 4.79810], [-5.01662, 1.47641, 5.63456], [-5.14467, -1.90854, 3.36103], [-2.87642, -1.51679, 2.45193]],
  "mulliken_charge": [1.108, -0.151, 1.319, -1.021, 0.300, -0.225, -0.077, -0.254, 0.309, -0.262, -0.274, -0.243, -0.429, 0.957, 3.086, -0.376, -0.354, -0.463, -1.111, -0.640, 0.607, -1.459, 0.085, -1.438, 0.122, -0.712, 1.505, -1.120, -0.800, -0.995, -0.825, 0.593, -2.294, 0.547, -0.918, 0.578, -0.209, 0.580, -0.076, 0.305, 0.566, 0.106, 0.314, 0.397, 0.247, 0.583, -0.253, 0.391, 0.470, 0.424, -0.197, 0.426, -0.077, 0.605, -1.016, 0.484, 0.510, 0.098, 0.570, 0.311, 0.398, 0.427, 0.228, 0.362, -1.099, -1.891, 1.814, -1.666, -1.854, 0.684, 1.912, -1.945, -1.817, -1.765, 1.802, -1.773, -1.622, -1.627, 0.488, 0.254, 0.230, 0.471, 0.211, 0.259, 0.619, 0.098, 0.303, 0.265, 0.512, 0.287, 0.306, 0.205, 0.553, 0.268, 0.424, 0.339, 0.145, 0.306, 0.489, 0.282, 0.487, 0.064, 0.198, -0.146, 0.522, -0.685, 0.398, -0.543, -0.405, -0.776, -0.405, -0.019, 0.389, 0.350, 0.361, 0.094]
}

***

{
  "formula": "C27H53ClN3O5S7",
  "method": "ωB97M-V/def2-TZVPD",
  "lumo_energy_ev": -2.0981,
  "homo_ev": -10.46,
  "e_tot_ha": -4848.16932,
  "charge": 1,
  "orbital_gap_ev": 8.3579,
  "symbols": ["C", "C", "S", "C", "C", "C", "C", "C", "S", "C", "O", "C", "N", "C", "C", "C", "C", "Cl", "N", "C", "C", "C", "C", "N", "C", "C", "S", "H", "H", "H", "H", "H", "H", "H", "H", "H", "H", "H", "H", "H", "H", "H", "H", "H", "H", "H", "H", "H", "H", "H", "H", "H", "H", "H", "H", "H", "C", "S", "O", "C", "H", "H", "H", "H", "H", "H", "C", "S", "O", "C", "H", "H", "H", "H", "H", "H", "C", "S", "O", "C", "H", "H", "H", "H", "H", "H", "C", "S", "O", "C", "H", "H", "H", "H", "H", "H"],
  "positions_angstrom": [[-0.27757, 0.66682, 3.82370], [0.32767, 1.94519, 3.21209], [1.44686, 1.57043, 1.83419], [0.20891, 1.02568, 0.62077], [0.84488, 0.68250, -0.73454], [2.30246, 0.19086, -0.67045], [2.52958, -1.13923, 0.05975], [2.14265, -2.45733, -0.63492], [2.53454, -2.53344, -2.41269], [-0.06895, -0.18599, -1.61935], [-1.44348, 0.27787, -1.25948], [-2.19559, -0.63190, -0.73671], [-2.87891, -1.34162, -0.13496], [0.14274, 0.13495, -3.11420], [-1.22040, -0.11738, -3.81331], [-1.19735, -0.43775, -5.31735], [-2.59964, -0.19810, -5.90082], [-0.01996, 0.55054, -6.20790], [0.60144, 1.56294, -3.07973], [1.65119, 1.99648, -4.02125], [1.46243, 3.16694, -4.73864], [2.49543, 3.53501, -5.57771], [3.64342, 2.76014, -5.67488], [3.80000, 1.62203, -5.00047], [2.80932, 1.26687, -4.19627], [0.80362, 1.99368, -1.60317], [2.09325, 3.19174, -1.26638], [-1.26879, 0.48017, 3.40739], [0.33129, -0.20572, 3.58425], [-0.35690, 0.75227, 4.90601], [-0.47003, 2.57645, 2.81816], [0.90513, 2.51013, 3.93817], [-0.27562, 0.13692, 1.03657], [-0.54962, 1.80228, 0.53936], [2.88961, 0.93604, -0.13537], [2.68723, 0.18174, -1.69101], [3.58869, -1.18263, 0.31399], [2.00078, -1.12446, 1.01460], [2.72938, -3.24387, -0.16278], [1.10761, -2.73171, -0.43696], [1.43563, -3.13446, -2.89297], [-0.06838, -1.24848, -1.39901], [0.85039, -0.54771, -3.57523], [-1.84898, 0.76793, -3.67536], [-1.72115, -0.95739, -3.33577], [-0.98755, -1.49902, -5.44230], [-2.83821, -0.92097, -6.67818], [-3.36638, -0.25096, -5.12632], [-2.66564, 0.79241, -6.34966], [-0.20594, 2.10717, -3.39796], [0.55928, 3.75996, -4.64837], [2.41068, 4.43719, -6.16958], [4.44462, 3.08755, -6.32464], [2.92900, 0.33270, -3.65264], [-0.12113, 2.52684, -1.39352], [1.75209, 4.16258, -2.12837], [3.11918, -4.15529, 4.57655], [3.73170, -2.54077, 4.11324], [2.70542, -1.90666, 3.23113], [5.04460, -3.13200, 3.03956], [2.25883, -4.01442, 5.22599], [2.82091, -4.70102, 3.68001], [3.88865, -4.69695, 5.11913], [4.61770, -3.74908, 2.24815], [5.75861, -3.70723, 3.62802], [5.54081, -2.26452, 2.60841], [-2.99853, 4.00303, 0.79397], [-2.95301, 3.66088, -0.96425], [-1.58185, 4.03200, -1.44994], [-4.05290, 4.99124, -1.44522], [-2.32819, 3.30468, 1.29190], [-2.66774, 5.02535, 0.97545], [-4.01482, 3.85598, 1.15838], [-3.63924, 5.94322, -1.11216], [-5.03251, 4.82792, -1.00796], [-4.13463, 4.98808, -2.53078], [-7.78279, 1.78919, -0.49585], [-6.71885, 2.84125, -1.48778], [-7.58160, 3.82389, -2.18551], [-6.26409, 1.57912, -2.68488], [-8.20866, 2.40144, 0.29629], [-8.58076, 1.38697, -1.11940], [-7.19231, 0.98328, -0.05933], [-7.16371, 1.18878, -3.15999], [-5.71958, 0.78100, -2.17845], [-5.62463, 2.04558, -3.43271], [4.12086, -5.73101, 9.60319], [3.67906, -6.69537, 8.15604], [3.85270, -5.80255, 6.97421], [1.91797, -6.76690, 8.49569], [5.19000, -5.53545, 9.55738], [3.57253, -4.78909, 9.59647], [3.89241, -6.30283, 10.50227], [1.51768, -5.75537, 8.56441], [1.75237, -7.30877, 9.42651], [1.44280, -7.29850, 7.67403]],
  "mulliken_charge": [-0.977, -0.123, -0.090, -1.221, 1.150, -0.981, -0.831, -0.865, -0.234, -0.834, -0.692, 0.751, -0.675, -0.302, -1.937, 0.474, -1.440, -0.164, 1.080, -0.678, -0.477, -0.684, -0.441, -0.664, -0.237, 1.154, -0.219, 0.302, 0.153, 0.373, 0.020, 0.530, 0.913, 0.012, 0.959, -0.177, 0.525, -0.050, 0.477, 0.489, 0.153, 1.371, 0.419, 0.466, 0.553, 0.472, 0.379, 0.371, 0.378, 0.845, 0.542, 0.441, 0.421, 0.465, -0.896, 0.252, -0.987, 0.403, -0.486, -0.938, 0.294, 0.320, 0.471, 0.237, 0.414, 0.311, -0.665, 0.857, -0.790, -1.254, -0.088, 0.362, 0.402, 0.399, 0.403, 0.379, -1.100, 0.649, -0.647, -1.045, 0.351, 0.351, 0.356, 0.472, 0.330, 0.273, -0.942, 0.420, -0.557, -0.933, 0.312, 0.301, 0.377, 0.297, 0.385, 0.304]
}